# 1
This record from OMol25 describes a cluster of 5 separate species, C30H52NO12 in total. The level of theory is ωB97M-V/def2-TZVPD.

Results
ΔE to the lowest compared entry with this formula, charge and spin in kJ/mol: 395.2
HOMO-LUMO gap in hartree: 0.230
Energy in eV: -58000.30778
HOMO level in eV: -11.469
LUMO level in eV: -5.2

ORCA input file:
```
! RIJCOSX wB97M-V def2-TZVPD def2/J DEFGRID3
* xyz 1 1
C -4.988 2.139 2.972
C -4.272 0.704 2.863
C -3.495 0.465 1.453
C -1.944 0.884 1.497
C -1.791 2.466 1.102
C -1.040 0.099 0.406
C 0.506 0.417 0.459
C 1.458 -0.274 -0.547
C 3.026 0.061 -0.405
O 3.767 0.200 -1.417
O 3.561 0.233 0.912
C 3.939 -1.078 1.483
C 2.678 -1.877 2.071
O 3.021 -2.964 2.969
C 1.845 -3.816 2.943
O 1.084 -4.005 3.932
C 0.851 -1.260 -1.589
C -0.686 -1.480 -1.536
N -1.565 -0.827 -0.564
H -4.390 3.005 2.518
H -6.044 2.177 2.521
H -5.075 2.380 4.102
H -3.563 0.576 3.763
H -5.101 -0.086 3.017
H -3.625 -0.666 1.230
H -4.036 1.051 0.624
H -1.499 0.716 2.549
H -0.994 2.939 1.770
H -1.400 2.502 0.011
H -2.790 3.016 1.092
H 0.891 1.143 1.261
H 4.675 -0.903 2.340
H 4.500 -1.627 0.648
H 1.928 -1.125 2.498
H 2.148 -2.365 1.157
H 1.554 -4.310 1.937
H 1.567 -1.767 -2.314
H -1.117 -2.239 -2.292
H -2.581 -1.055 -0.591
O -0.884 1.403 -6.560
C 0.074 1.601 -5.848
O -0.075 1.587 -4.510
C 1.008 1.581 -3.571
C 1.456 2.991 -3.242
C 1.412 1.961 -6.428
H 1.830 0.951 -3.919
H 0.621 1.109 -2.666
H 1.845 3.503 -4.124
H 2.236 2.978 -2.477
H 0.614 3.584 -2.876
H 1.477 3.043 -6.544
H 1.500 1.491 -7.410
H 2.254 1.595 -5.841
O -0.312 5.499 1.215
C 0.632 5.690 1.952
O 0.462 5.667 3.287
C 1.538 5.658 4.239
C 1.977 7.068 4.578
C 1.981 6.056 1.402
H 2.366 5.034 3.895
H 1.146 5.179 5.140
H 2.372 7.587 3.702
H 2.750 7.055 5.350
H 1.129 7.655 4.939
H 2.047 7.140 1.296
H 2.089 5.596 0.417
H 2.811 5.686 2.002
O 4.325 -10.486 4.090
C 4.238 -9.286 3.968
O 4.237 -8.492 5.056
C 4.363 -7.064 5.014
C 3.010 -6.402 4.846
C 4.029 -8.660 2.617
H 5.078 -6.752 4.249
H 4.790 -6.765 5.974
H 2.539 -6.678 3.900
H 3.101 -5.315 4.881
H 2.331 -6.721 5.641
H 2.960 -8.600 2.408
H 4.503 -9.296 1.865
H 4.488 -7.677 2.517
O -3.033 -1.651 -5.075
C -3.913 -0.849 -5.316
O -5.200 -1.170 -5.087
C -6.286 -0.232 -5.122
C -6.838 -0.091 -6.526
C -3.601 0.471 -5.962
H -5.994 0.728 -4.690
H -7.064 -0.639 -4.471
H -6.090 0.308 -7.213
H -7.705 0.574 -6.534
H -7.141 -1.066 -6.916
H -3.626 0.361 -7.046
H -2.595 0.774 -5.660
H -4.266 1.276 -5.650
*
```

# 2
This record from OMol25 describes a cluster of 9 separate species, C30H52O12 in total. The level of theory is ωB97M-V/def2-TZVPD.

Results
ΔE to the lowest compared entry with this formula, charge and spin in kJ/mol: 430.7
HOMO-LUMO gap in hartree: 0.269
Energy in eV: -56507.50675
HOMO level in eV: -8.809
LUMO level in eV: -1.5
SMILES: O=C1C=C(O)C(=O)C=C1O.CC(C)=O.CC(C)=O.CC(C)=O.CC(C)=O.CC(C)=O.CC(C)=O.CC(C)=O.CC(C)=O

ORCA input file:
```
! RIJCOSX wB97M-V def2-TZVPD def2/J DEFGRID3
* xyz 0 1
C 1.024 1.315 -0.059
C 0.803 -0.131 0.394
C -0.502 -0.716 0.667
O -0.581 -1.850 1.131
C -1.665 0.090 0.139
C -1.561 1.543 -0.132
C -0.214 2.204 -0.325
O -0.084 3.320 -0.386
O -2.685 2.357 -0.385
O 1.931 -0.947 0.560
H 1.964 1.491 -0.201
H -2.675 -0.224 0.383
H -3.267 1.953 0.045
H 1.750 -1.778 1.018
C -2.348 2.163 -3.704
C -2.288 0.900 -4.478
O -1.949 0.788 -5.690
C -2.882 -0.360 -3.915
H -1.670 1.581 -2.996
H -3.374 2.349 -3.398
H -1.987 2.924 -4.472
H -3.970 -0.172 -3.429
H -2.163 -0.804 -3.190
H -2.635 -1.171 -4.689
C 1.280 -5.525 1.304
C 2.218 -4.746 2.201
O 2.779 -3.642 1.676
C 2.563 -5.259 3.551
H 0.730 -4.715 0.932
H 0.530 -6.370 1.891
H 1.648 -6.272 0.719
H 2.831 -4.453 4.299
H 3.287 -6.127 3.849
H 1.699 -5.667 4.047
C -3.124 1.588 4.004
C -4.406 1.112 3.193
O -4.206 0.672 2.072
C -5.726 1.015 3.842
H -3.490 2.686 4.245
H -2.259 1.705 3.541
H -3.238 1.281 5.066
H -5.525 0.622 4.959
H -6.402 0.338 3.297
H -6.061 2.195 3.987
C -5.364 -1.051 -0.607
C -5.672 0.390 -0.650
O -4.971 1.166 -1.339
C -6.815 0.944 0.067
H -6.192 -1.558 -0.818
H -4.988 -1.151 0.559
H -4.569 -1.191 -1.210
H -7.787 0.276 -0.116
H -6.956 2.157 -0.060
H -6.672 0.984 1.235
C 4.513 -1.700 3.771
C 5.921 -1.314 3.689
O 6.564 -1.281 2.630
C 6.675 -0.974 5.024
H 3.969 -1.070 4.664
H 4.437 -2.774 4.117
H 3.936 -1.817 2.943
H 7.860 -0.879 4.897
H 6.502 -1.629 5.717
H 6.365 -0.079 5.476
C 5.257 -0.650 -0.731
C 6.169 0.504 -1.121
O 5.686 1.405 -1.857
C 7.621 0.610 -0.645
H 5.573 -1.052 0.174
H 5.650 -1.379 -1.469
H 4.208 -0.496 -0.624
H 8.256 -0.447 -0.688
H 7.537 0.998 0.446
H 8.314 1.208 -1.094
C -1.569 -3.764 -1.228
C -2.092 -3.859 -2.672
O -3.297 -3.731 -2.790
C -1.192 -3.898 -3.827
H -2.605 -3.865 -0.646
H -1.064 -2.969 -1.230
H -0.896 -4.560 -1.023
H -0.534 -4.879 -3.907
H -0.551 -2.959 -3.855
H -1.766 -3.851 -4.812
C 1.267 8.550 -3.484
C 1.482 7.051 -3.270
O 2.660 6.567 -3.466
C 0.398 6.193 -2.878
H 0.183 8.585 -3.892
H 2.159 8.994 -4.138
H 1.329 9.230 -2.665
H -0.125 6.154 -3.849
H 0.159 6.448 -1.876
H 0.929 5.149 -2.439
*
```